37
Properties=species:S:1:pos:R:3:forces:R:3 method="wB97M-V/def2-TZVPD" lumo_energy_ev=0.5 homo_ev=-9.05 molar_mass_g_mol=334.35 gap_ha=0.3498 relative_energy_kcal_mol=19.60 smiles="NC(=O)N1c2ccccc2C[C@H](OS(=O)(=O)O)c2ccccc21" max_force_ev_per_a=4.031
O -1.81568 -1.80063 -2.31565 0.449 -1.438 1.065
O -2.14398 2.20331 2.83294 1.197 -3.849 -0.001
O -2.57590 0.57033 4.62756 1.993 -0.332 -1.990
O -3.18594 -0.08145 2.39558 1.638 0.908 -0.215
O -0.69391 -0.06041 2.91193 -2.628 1.960 0.639
C -1.32931 -0.71935 -2.05373 -1.787 -0.830 -1.907
C 1.51303 2.24454 -2.84395 0.699 1.922 -1.356
C 1.28280 -3.64340 0.10347 0.369 0.235 0.232
C 1.71280 3.14836 -1.80203 0.417 0.055 -0.048
C 1.38225 -3.30327 1.45691 -0.458 -0.305 0.159
C 0.95408 1.02897 -2.66499 -0.654 -1.121 1.489
C 0.76178 -2.71865 -0.79360 -0.089 -0.705 -1.067
C 1.45831 2.74263 -0.50362 0.135 0.185 -0.461
C 0.83834 -2.11723 1.94966 -0.605 0.120 -1.272
C 0.55422 0.64783 -1.35440 0.683 1.277 0.360
C 0.19157 -1.53757 -0.35014 0.639 -0.451 1.637
C 0.89741 1.48257 -0.22850 -0.629 -0.318 -0.718
C 0.16576 -1.24996 1.03768 1.090 -1.083 0.252
N -1.99491 0.32303 -2.65071 2.184 2.854 0.931
N -0.20580 -0.54602 -1.26176 -0.528 1.082 -0.102
C 0.64070 1.17147 1.24730 -1.677 0.469 -0.595
C -0.39224 0.05407 1.50579 0.805 0.328 -1.321
S -2.10065 0.77855 3.25272 -1.862 2.085 1.595
H -3.75939 -0.32316 3.12383 -0.729 -0.511 0.254
H 1.77491 2.54933 -3.86674 -0.046 -0.102 0.467
H 1.68246 -4.59894 -0.25242 -0.167 0.437 0.124
H 2.12619 4.15781 -1.98436 -0.299 -0.780 0.028
H 1.80229 -4.01959 2.16571 0.044 0.243 -0.254
H 0.79581 0.36018 -3.51043 -0.075 0.074 0.317
H 0.77167 -2.92937 -1.88909 -0.083 0.217 1.065
H 1.70797 3.49655 0.25000 -0.316 -0.692 0.236
H 0.89172 -1.90780 3.01755 -0.118 0.106 -0.347
H -2.80230 0.12137 -3.22471 0.530 -0.127 0.181
H -1.50342 1.24537 -2.68940 -1.239 -1.180 -0.105
H 0.34039 2.10093 1.75577 -0.164 -0.292 -0.251
H 1.53198 0.87608 1.70683 1.613 -0.565 0.687
H -1.27501 0.25351 0.89901 -0.332 0.124 0.296

39
Properties=species:S:1:pos:R:3:forces:R:3 method="wB97M-V/def2-TZVPD" lumo_energy_ev=2.9 homo_ev=-4.53 molar_mass_g_mol=429.82 gap_ha=0.2729 max_force_ev_per_a=0.712 charge=-1
Zn 2.47446 -0.19591 0.33763 0.433 0.392 -0.407
N 5.46190 2.16515 2.28968 0.052 -0.138 -0.254
C 4.40612 1.66109 1.55791 0.008 0.167 0.095
S 4.77054 0.28245 0.52697 -0.116 0.209 0.292
N 3.28005 2.30096 1.70569 0.003 -0.263 -0.153
N 2.28281 1.77605 0.90990 0.268 -0.059 0.254
C 1.18721 2.41219 0.82402 -0.449 0.041 -0.276
C 0.11153 2.03743 -0.09555 0.095 0.073 0.022
C -1.03746 2.84219 -0.08593 0.017 -0.016 0.042
C -2.06112 2.69269 -0.99848 -0.010 -0.110 -0.064
C -1.92477 1.71031 -1.99058 0.080 0.110 0.071
C -0.81594 0.89709 -2.02879 -0.013 -0.006 0.036
C 0.22681 0.98969 -1.06828 -0.051 -0.046 0.213
O 1.19243 0.12722 -1.11816 0.002 0.021 0.009
H 6.23215 1.53401 2.41491 0.017 -0.041 0.080
H 5.20632 2.73546 3.07865 -0.051 0.016 -0.001
H 1.06434 3.31824 1.42070 -0.020 0.061 -0.072
H -1.10602 3.61536 0.67569 0.016 -0.014 -0.056
H -2.93866 3.32753 -0.96039 0.055 -0.024 -0.002
H -2.69862 1.59607 -2.74319 0.001 -0.029 0.029
H -0.70935 0.12124 -2.78012 -0.017 0.043 0.043
C -3.81943 -2.01282 -1.76812 0.052 0.000 0.035
C -2.60777 -2.11755 -0.87497 -0.063 -0.007 -0.024
C -1.59700 -3.03790 -1.15094 0.036 0.009 0.008
C -0.43913 -3.07634 -0.38995 -0.059 0.121 0.162
C -0.29355 -2.19115 0.67426 0.024 0.007 -0.280
C -1.29433 -1.28288 0.97453 -0.024 0.028 0.037
C -2.44648 -1.25400 0.20167 -0.020 -0.022 -0.005
S 1.22254 -2.15589 1.59557 -0.031 -0.205 0.235
O 1.29532 -0.79499 2.15796 -0.038 -0.108 -0.105
O 1.16725 -3.22925 2.54847 0.058 -0.111 0.061
O 2.30811 -2.27866 0.58607 -0.323 -0.083 0.006
H -4.10726 -2.98806 -2.16810 0.017 0.055 0.025
H -3.60800 -1.35359 -2.61625 -0.009 -0.033 0.042
H -4.67318 -1.59223 -1.23196 0.061 -0.038 -0.025
H -1.70896 -3.71545 -1.99200 0.009 0.024 0.034
H 0.36374 -3.76436 -0.62375 -0.028 0.028 -0.022
H -1.15052 -0.58038 1.78781 -0.003 -0.048 -0.086
H -3.21608 -0.52101 0.41741 0.020 -0.001 -0.001

46
Properties=species:S:1:pos:R:3:forces:R:3 method="wB97M-V/def2-TZVPD" lumo_energy_ev="-4.1 / -4.7" homo_ev="-10.25 / -10.28" molar_mass_g_mol=698.88 gap_ha="0.2269 / 0.2067" spin_multiplicity=2 relative_energy_kcal_mol=21.78 max_force_ev_per_a=2.477 charge=+1
Re 0.02116 -0.29127 0.85408 1.339 -1.990 -0.619
N 0.39152 1.39963 4.75780 -0.062 -0.275 0.057
C 0.31260 0.26176 4.06051 0.114 0.014 0.193
N 0.38451 0.56341 2.78220 -0.220 0.540 -0.100
C 0.50359 1.93072 2.76161 -0.074 -0.332 0.308
N 0.50710 2.46382 3.95393 0.121 0.295 -0.210
C 0.60261 2.57456 1.46812 0.079 0.278 -0.327
C 0.90470 3.91395 1.26412 -0.082 -0.194 0.115
N 1.02565 4.41717 0.04579 0.011 0.126 -0.063
C 0.84380 3.59299 -0.97858 -0.029 0.030 0.116
C 0.53830 2.25060 -0.80083 0.000 0.011 -0.103
N 0.42326 1.73815 0.42537 0.214 0.511 0.106
H 0.37771 1.53226 5.75631 0.016 -0.053 0.048
H 0.24150 -0.72810 4.48068 -0.017 0.020 0.029
H 1.05041 4.57492 2.10989 0.013 -0.006 -0.013
H 0.94755 4.01525 -1.96970 -0.022 -0.085 -0.028
H 0.37960 1.57901 -1.63306 0.022 -0.005 0.003
O 3.60358 -5.76487 -1.13989 0.026 -0.006 0.002
C 3.08643 -4.80307 -0.67141 -0.030 0.075 0.077
S 1.75749 -4.88687 0.52946 -0.002 0.041 0.031
C 1.51159 -3.17497 0.67067 0.083 0.002 -0.111
C 2.32236 -2.36150 -0.08810 0.092 0.074 -0.019
S 2.23141 -0.66052 -0.02388 -1.669 -0.102 0.621
S 3.52562 -3.12591 -1.08855 0.027 -0.051 -0.032
S 0.36994 -2.55904 1.78771 -0.500 1.452 -0.517
C -3.83850 -4.77824 -2.53302 0.042 0.014 -0.036
C -3.43102 -3.78049 -1.49889 -0.060 0.076 0.245
C -4.02699 -3.75399 -0.23424 0.015 -0.041 -0.103
C -3.58444 -2.79250 0.64440 0.050 -0.046 -0.156
N -2.61309 -1.92746 0.34220 0.137 -0.139 0.051
C -2.06793 -2.05940 -0.87364 -0.805 -0.101 0.417
S -0.73496 -1.01244 -1.28846 0.372 0.426 0.364
N -2.46442 -2.92199 -1.80237 0.294 -0.001 -0.272
H -4.92274 -4.80134 -2.64155 0.005 -0.030 -0.011
H -3.51089 -5.77332 -2.22548 -0.031 -0.012 -0.023
H -3.37482 -4.53788 -3.48567 -0.019 0.001 -0.006
H -4.80086 -4.45972 0.03296 -0.014 0.032 0.024
H -4.02125 -2.71315 1.63506 0.021 0.033 0.007
N -3.40291 -0.12056 2.69673 -0.012 0.148 0.018
C -3.14138 0.69314 1.65164 -0.151 -0.037 0.007
N -4.17527 1.36761 1.11621 0.073 -0.050 0.066
O -1.98527 0.87995 1.22634 0.525 -0.420 -0.074
H -4.34924 -0.36490 2.92980 0.020 -0.042 0.035
H -2.67417 -0.75935 2.95692 0.030 -0.157 -0.077
H -5.11135 1.29239 1.47079 0.009 0.018 0.013
H -3.98708 2.04048 0.39533 0.045 -0.042 -0.054